Record 1
2 unconnected molecules or ions with the total composition C5H6N6S in a non-equilibrium geometry, computed with ωB97M-V/def2-TZVPD.

Calculated values
**2S+1**: 1
**Calculated total energy**: -25053.7628 eV
**Gap between HOMO and LUMO**: 9.27 eV
**Highest occupied orbital energy**: -9.4 eV
**Total charge**: 0
**Energy above the lowest of the compared OMol25 structures with the same formula, charge and spin**: 337.0 kJ/mol
**LUMO level**: -0.00518 Ha

The geometry in XYZ format:
```
18
Properties=species:S:1:pos:R:3:forces:R:3
S 1.295025 1.918601 0.501736 -0.5 -1.4 -0.6
N -1.117676 -1.555479 -0.755810 0.9 -0.7 1.4
N 3.033776 0.072961 0.595450 1.8 0.0 1.5
N -2.333337 0.729098 0.516957 -0.5 0.9 -0.3
N -3.236954 1.717701 0.515121 -1.0 0.4 3.5
N -3.198383 2.342615 -0.567365 -0.5 -0.6 -0.9
N -2.373237 1.713015 -1.401514 2.2 -0.2 -0.3
C -1.754348 0.779627 -0.673185 -1.6 0.5 -1.3
C -0.897648 -0.228654 -1.181605 4.1 -0.8 2.6
C 2.792689 1.248558 1.060360 -0.3 1.0 -0.6
C 2.029814 -0.458837 -0.130456 -0.4 2.4 -0.5
C 1.017831 0.409948 -0.383307 -3.3 0.1 -0.2
H -0.639780 -0.233605 -2.184211 0.0 0.7 -1.9
H -0.783138 -2.182889 -1.481347 0.0 -0.1 0.5
H 3.474493 1.952610 1.555589 -0.1 -0.9 0.0
H -0.712621 -1.872039 0.191068 -0.9 1.0 -2.1
H 2.296123 -1.221389 -0.774612 0.0 -2.2 -0.7
H -2.208968 0.146314 1.332003 0.0 0.1 -0.2
```
Positions in Å, forces in eV/Å.

Record 2
A gas-phase ion, C7H11N2OS (charge +1) in a non-equilibrium geometry, computed with ωB97M-V/def2-TZVPD.

Calculated values
**2S+1**: 1
**Calculated total energy**: -23290.2001 eV
**Gap between HOMO and LUMO**: 8.56 eV
**Highest occupied orbital energy**: -13.6 eV
**Total charge**: +1
**Energy above the lowest of the compared OMol25 structures with the same formula, charge and spin**: 290.5 kJ/mol
**LUMO level**: -0.18610 Ha

The geometry in XYZ format:
```
22
Properties=species:S:1:pos:R:3:forces:R:3
S -0.827644 2.205294 -1.424706 -1.8 -0.6 0.4
O -2.317679 0.404754 -0.539568 0.3 -1.5 0.0
N -0.055483 -0.756309 -1.093529 -3.2 2.5 1.4
N -2.457641 2.530029 -1.102845 -0.2 1.2 -0.5
C 1.481761 -0.151664 1.259138 0.2 -2.0 -0.1
C 0.166534 -0.927218 1.464637 -0.5 -0.2 -0.2
C -0.313297 -1.589171 0.130910 -1.5 1.3 0.9
C 1.704850 0.572741 -0.041201 0.4 0.7 -0.5
C 1.340363 -0.395953 -1.154792 1.2 1.6 -0.5
C -1.108821 0.627636 -0.930743 4.5 -4.2 -0.7
C -3.077136 1.511095 -0.680173 -1.8 1.0 1.0
H -4.163637 1.445695 -0.268848 2.2 0.1 -1.1
H 0.328563 -1.707401 2.320490 -0.6 1.4 -1.7
H 1.647733 -0.073009 -2.165992 -0.4 0.0 0.4
H 1.980494 -1.221822 -0.891542 -0.4 -1.1 -0.4
H -0.646220 -0.206029 1.756251 0.7 -0.6 0.1
H 2.744983 0.985433 -0.162679 -1.0 -0.6 0.3
H -1.425536 -1.659219 0.165409 0.9 -0.8 0.0
H 1.028041 1.407264 -0.125058 0.1 0.6 0.2
H 2.276604 -0.902347 1.337002 0.1 0.2 0.1
H 1.516327 0.437090 2.112457 0.7 1.5 1.4
H 0.176843 -2.536890 0.035383 0.0 -0.6 -0.7
```
Positions in Å, forces in eV/Å.

Record 3
10 unconnected molecules or ions with the total composition C45H68NO39PS10Si in a non-equilibrium geometry, computed with ωB97M-V/def2-TZVPD.

Calculated values
**SMILES**: C[Si](C)(CCCCCCCCC1=CC(=O)c2cc(N=C=S)cc([PH2]=O)c2C1=O)c1ccccc1.O=S1(=O)OCCO1.O=S1(=O)OCCO1.O=S1(=O)OCCO1.O=S1(=O)OCCO1.O=S1(=O)OCCO1.O=S1(=O)OCCO1.O=S1(=O)OCCO1.O=S1(=O)OCCO1.O=S1(=O)OCCO1
**2S+1**: 1
**Calculated total energy**: -254621.7523 eV
**Gap between HOMO and LUMO**: 7.83 eV
**Highest occupied orbital energy**: -9.0 eV
**Total charge**: 0
**LUMO level**: -0.04412 Ha

The geometry in XYZ format:
```
165
Properties=species:S:1:pos:R:3:forces:R:3
S 3.330969 7.741895 12.017268 0.1 -0.2 -0.3
S 1.328790 6.015880 1.551136 -0.5 0.1 -0.3
S -0.143617 4.520467 9.697242 -0.6 0.2 0.4
S -1.031219 4.543076 -3.664781 0.3 -0.2 -0.3
S 4.164776 0.953819 1.035865 -0.5 0.3 0.6
S 4.687083 -8.603554 -10.598672 -0.3 0.1 -0.2
S 1.336084 -6.690826 -5.647858 0.3 0.0 -0.2
S -5.542983 1.806593 4.612199 -0.1 0.0 0.2
S 4.856523 -2.314237 -4.356954 -0.1 0.3 0.3
S 2.111209 2.334197 6.990471 -0.6 -0.3 0.1
P -4.397795 -3.464760 1.651304 0.4 0.1 0.5
Si 0.376269 -2.544796 -1.005877 0.5 0.0 0.4
O 0.327989 -5.944068 -6.314140 -0.2 -0.1 0.1
O -5.822229 -3.871514 -0.924385 0.4 0.1 0.1
O 2.431932 0.869258 7.541127 -0.1 0.0 -0.3
O 5.112782 -2.075016 -5.733047 -0.1 -0.3 -0.1
O 2.190090 -7.496969 -6.742799 0.2 0.1 0.4
O -9.486627 -0.708980 -0.943162 0.0 0.3 0.1
O 3.403014 2.351353 1.076504 0.4 0.0 0.1
O 3.367388 0.046456 0.279849 0.5 -0.2 -0.2
O -1.253408 3.896397 -2.419296 -0.2 0.2 0.0
O 5.531840 1.181146 0.723258 0.0 -0.1 -0.4
O 4.015075 0.573074 2.569357 -0.1 0.1 -0.3
O 1.035383 -7.571088 -4.577091 -0.3 -0.1 -0.1
O 2.335673 2.338520 5.581310 -0.2 0.5 0.9
O 2.471348 -5.674494 -5.186876 -0.2 0.1 -0.3
O 2.478513 6.496587 0.876073 0.2 -0.2 0.1
O -1.067494 5.824993 9.668306 0.3 0.0 0.2
O 3.631554 -1.403257 -3.906618 0.1 0.2 -0.3
O 3.827143 8.426689 10.659185 -0.3 -0.1 0.0
O 3.767696 -9.424396 -11.618730 0.1 0.3 -0.1
O -0.426866 4.095163 11.213607 -0.3 0.0 -0.3
O 4.764273 -9.310135 -9.371583 0.2 0.1 0.1
O 2.732453 3.288348 7.831569 0.1 0.2 -0.2
O 4.645111 -3.625227 -3.854430 0.3 -0.2 -0.2
O -0.937139 3.418504 -4.794683 0.1 0.0 0.3
O -3.616995 -3.337672 2.903796 -0.1 0.0 0.1
O 1.410173 5.361843 2.809857 0.2 0.2 0.1
O 5.986337 -1.600572 -3.479636 -0.3 -0.1 0.2
O 1.203684 4.937615 9.581768 -0.2 -0.2 -0.2
O 0.537217 2.330162 7.272830 1.2 -0.6 -0.6
O 3.475787 6.224221 11.553242 0.3 0.2 0.1
O -1.863236 5.599751 -4.111225 -0.1 0.1 0.2
O 3.700182 -7.356447 -10.391368 -0.1 -0.3 0.1
O 4.280913 7.991837 13.040776 -0.1 0.0 0.2
O 5.841850 -8.163264 -11.291793 0.1 -0.2 0.1
O 0.489869 5.031990 -3.729882 -0.2 0.1 -0.3
O 0.504763 5.088861 0.541533 0.1 0.2 -0.1
O 1.954497 8.046992 12.195457 0.0 0.1 0.1
O -0.697572 3.531763 8.842350 -0.3 0.5 0.8
O 0.259766 7.197113 1.672478 -0.1 -0.3 0.1
N -7.536255 -0.008396 3.956131 0.9 0.1 -0.7
C 1.322016 0.398736 8.322343 -0.1 0.1 0.4
C 3.450140 -6.828217 -6.962066 -0.1 0.4 -0.2
C -1.147834 5.138200 11.891690 0.2 0.4 0.2
C 4.481302 7.446128 9.833956 0.5 -0.2 0.2
C -6.382426 -1.856869 -2.051944 0.0 -0.1 -0.6
C -0.707765 7.078197 0.616029 0.1 0.1 -0.4
C -6.197757 -2.723631 -0.846960 -0.4 0.2 0.0
C -0.832573 -3.803580 -0.291267 0.0 0.5 -0.1
C -7.413087 -1.009751 -2.067205 0.1 -0.1 0.4
C 3.743953 6.161710 10.139924 -0.1 0.1 -0.5
C -5.808850 -2.314514 1.606318 -0.3 -0.2 -0.3
C 0.116234 1.013042 7.649030 -0.2 -0.3 -0.3
C -6.537930 -2.063281 0.449028 0.2 -0.2 -0.4
C 5.496046 -0.327832 -3.010494 0.0 0.3 -0.2
C 3.744056 -6.136013 -5.650019 0.5 -0.4 0.2
C -6.155920 -1.633944 2.764145 0.3 -0.3 -0.1
C -6.657937 0.773090 4.276529 -0.4 0.1 0.1
C -1.550344 -3.189023 -3.729812 0.3 0.4 -0.7
C -1.441912 1.724392 -0.331279 -0.4 0.7 0.2
C 2.695995 -7.361740 -11.415413 0.1 0.1 -0.4
C -0.095069 1.613080 -0.631816 0.2 -0.4 -0.1
C -5.377807 -1.988645 -3.181399 -0.1 0.7 0.8
C -0.336438 -0.801308 -0.753345 0.0 -0.2 -0.2
C -1.949387 5.815110 10.799732 -0.4 -0.3 0.1
C -0.174395 -3.829246 -3.518010 -0.3 0.8 -0.1
C 2.661763 2.457312 2.310914 -0.5 -0.2 0.2
C 4.012270 -0.557616 -2.813341 0.1 -0.1 0.5
C -3.352805 -0.587150 -3.865856 -0.3 0.3 -0.9
C -7.210406 -0.737190 2.732901 -0.4 0.2 0.9
C 3.494910 1.703318 3.317802 0.3 0.0 -0.2
C -0.834165 5.586709 0.389384 -0.4 0.0 0.2
C -2.257621 0.615421 -0.245330 0.3 -0.4 -0.1
C -2.917852 -1.500735 -5.025467 1.4 0.1 0.5
C 2.464124 -8.830503 -11.701402 -0.3 -0.1 0.3
C 1.966052 -2.707129 0.005453 -0.2 0.1 -0.4
C 0.320756 3.505482 -5.480044 0.1 0.2 -0.3
C -7.943173 -0.492930 1.588526 -0.3 -0.1 -0.2
C -1.479664 -1.999484 -4.718110 -1.0 -0.5 0.7
C -1.689944 -0.633317 -0.473266 -0.2 -0.3 0.1
C -8.301684 -0.930707 -0.875304 0.1 0.0 -0.1
C 0.449663 0.355170 -0.836490 0.0 -0.2 -0.1
C 1.274784 4.067341 -4.447050 0.2 -0.4 0.2
C -7.594159 -1.163842 0.429686 0.0 0.0 0.1
C 0.799650 -2.855525 -2.825845 -0.2 -0.4 0.3
C -4.839058 -0.576079 -3.535156 0.1 -0.5 0.5
H 2.168169 -3.748507 0.261973 -0.1 0.0 0.1
H -1.734182 -3.902155 -0.896472 0.0 -0.3 0.0
H -2.238241 6.829338 11.058843 0.2 0.1 -0.2
H 1.936267 -2.097037 0.906309 0.0 -0.1 0.1
H -4.553277 -2.563528 -2.757377 0.0 -0.3 -0.4
H 3.438255 0.365182 -2.835831 -0.1 -0.1 -0.2
H 2.795223 6.112455 9.614850 0.2 0.1 0.0
H -0.951147 -1.183245 -4.222473 0.3 0.1 -0.4
H 0.244005 -4.036886 -4.503261 -0.1 -0.4 0.0
H 6.001095 -0.037307 -2.093255 0.1 -0.3 0.0
H 1.806138 -3.273393 -2.910271 0.1 0.0 0.2
H -8.766681 0.207608 1.580001 0.0 0.0 0.1
H 1.800818 -6.854463 -11.067014 0.1 0.0 0.2
H 3.313415 -6.105398 -7.768505 0.0 0.0 0.0
H 5.531321 7.392847 10.130157 0.0 0.0 0.0
H 1.600174 3.298671 -3.742469 0.0 0.0 0.0
H -1.213868 5.339304 -0.597318 0.2 -0.1 0.0
H -4.947832 0.020431 -2.626556 -0.1 0.2 -0.1
H -0.747814 1.079893 8.303038 0.0 0.2 0.0
H 0.620669 2.523962 -5.836779 -0.2 -0.1 0.1
H 1.441095 0.758782 9.346425 0.0 0.0 0.0
H 4.218243 -7.542274 -7.246354 -0.2 -0.2 0.0
H 2.811385 -2.373918 -0.596284 0.1 0.1 0.1
H -3.084400 0.436723 -4.144723 0.1 0.0 0.1
H 4.428521 -5.301611 -5.762559 -0.2 0.2 0.1
H 4.415485 7.728748 8.787521 -0.2 0.2 0.1
H 1.689929 1.977745 2.167340 0.0 0.0 0.0
H -2.838506 5.237693 10.537132 0.0 0.0 0.0
H -0.299441 -4.747680 -2.943223 0.3 -0.1 -0.1
H -0.424103 5.821979 12.339503 0.0 0.0 0.0
H 1.503772 0.267740 -1.063011 0.0 0.0 0.1
H -0.313070 -4.754849 -0.181845 -0.2 -0.1 -0.1
H -0.973149 -2.347645 -5.618436 0.2 0.2 0.0
H -1.463384 5.118140 1.149109 0.0 0.0 0.0
H -1.150799 -3.471412 0.700955 0.1 0.0 0.1
H -2.323604 -1.515561 -0.425846 0.0 0.0 0.1
H -0.314931 7.585973 -0.267052 0.0 0.0 0.0
H 4.332080 5.277922 9.908742 0.0 -0.1 0.2
H 5.688930 0.418691 -3.783951 0.0 0.0 0.0
H 1.828156 -9.289945 -10.942537 0.0 0.0 0.0
H -3.643135 -3.148930 0.504970 -0.3 -0.1 -0.1
H -2.855326 -0.927810 -5.950748 -0.5 -0.1 -0.1
H -5.821080 -2.484796 -4.041078 0.2 -0.2 0.0
H 3.811892 -1.083947 -1.881779 0.0 0.1 0.0
H 4.338461 2.299824 3.668265 0.0 0.0 0.0
H -4.904280 -4.753086 1.417794 -0.1 0.1 -0.2
H -1.776062 4.712800 12.669259 0.1 -0.2 -0.1
H -1.973028 -2.848276 -2.779542 0.0 0.0 0.0
H -1.875793 2.703457 -0.164933 0.1 0.0 0.0
H -5.583286 -1.809121 3.666029 0.0 0.1 0.1
H -3.309882 0.696527 -0.004844 0.0 0.1 0.0
H -2.762852 -0.809033 -2.976397 -0.2 -0.1 0.1
H 0.541364 2.485169 -0.713183 -0.1 0.1 0.1
H -1.645211 7.539207 0.912647 0.1 0.0 0.2
H -2.269963 -3.889577 -4.162519 0.1 -0.3 0.1
H 2.143648 4.544621 -4.890550 -0.1 0.2 0.1
H 1.297173 -0.687040 8.320316 0.2 0.0 -0.2
H 2.912117 1.365480 4.164739 0.3 -0.4 -0.6
H -5.449936 -0.106972 -4.307144 0.1 0.0 -0.1
H 4.142351 -6.834541 -4.911214 0.0 0.0 0.0
H -0.151085 0.461898 6.744816 0.0 0.0 0.0
H 0.828639 -1.901423 -3.355661 0.0 0.0 -0.1
H 3.094169 -6.841271 -12.288837 0.0 0.0 0.0
H -7.620638 -0.375390 -2.919099 -0.2 -0.1 0.0
H 2.509241 3.498294 2.574813 0.2 0.0 -0.2
H 2.037269 -9.002660 -12.685478 0.2 -0.1 -0.1
H 0.204240 4.181931 -6.328619 0.0 0.0 0.0
H -3.525872 -2.399323 -5.127659 -0.3 0.2 -0.2
```
Positions in Å, forces in eV/Å.

Record 4
3 unconnected molecules or ions with the total composition CH6O3 in a non-equilibrium geometry, computed with ωB97M-V/def2-TZVPD.

Calculated values
**SMILES**: C=O.O.O
**2S+1**: 1
**Calculated total energy**: -7275.3134 eV
**Gap between HOMO and LUMO**: 10.97 eV
**Highest occupied orbital energy**: -10.2 eV
**Total charge**: 0
**Energy above the lowest of the compared OMol25 structures with the same formula, charge and spin**: 64.2 kJ/mol
**LUMO level**: 0.02922 Ha

The geometry in XYZ format:
```
10
Properties=species:S:1:pos:R:3:forces:R:3
O 0.951403 2.886556 -6.151957 -2.1 -1.1 0.7
O -2.205263 -6.571802 1.813344 -0.1 0.0 0.2
O 1.017894 2.726895 3.188779 0.3 -0.4 -0.8
C 0.505916 2.017679 2.348888 -1.5 1.8 1.9
H -1.395748 -6.822303 1.361613 0.1 0.0 0.1
H 1.567583 3.177706 -6.818289 -0.4 -0.3 -0.8
H 0.626071 0.948414 2.437287 0.3 -0.7 -0.7
H -2.044711 -6.710087 2.756548 0.1 0.0 -0.3
H 0.114756 2.411998 -6.480993 2.5 1.3 0.1
H -0.346878 2.476408 1.770185 0.8 -0.7 -0.4
```
Positions in Å, forces in eV/Å.